The following is a DFT calculation (ωB97M-V/def2-TZVPD) of a 5-piece molecular cluster, C46H78Cl2F3NO17 overall.

Results
gap between HOMO and LUMO	0.352	Eh
energy	-4353.437113	Ha
SMILES	CCCCCCCCC[C@H](O[C@H](OCCC)OC(=O)c1ccccc1)[C@@H](CCC)N(COC(F)(F)F)/C(Cl)=C(\C)Cl.CCOC(=O)OC.CCOC(=O)OC.CCOC(=O)OC.CCOC(=O)OC
HOMO energy	-9.2	eV

```
! RIJCOSX wB97M-V def2-TZVPD def2/J DEFGRID3
* xyz 0 1
C 1.0078 0.0699 11.5056
C 0.2974 -0.1582 10.1558
C 0.3663 -1.6087 9.6296
C 1.0226 -1.7364 8.2437
C 0.0019 -1.8712 7.1259
C 0.6305 -1.8093 5.7319
C -0.4201 -1.8745 4.6140
C -0.0128 -0.9955 3.4281
C -1.0681 -0.9573 2.3079
C -1.7153 0.4156 2.1154
O -0.7925 1.4813 2.3722
C -0.0040 1.7785 1.2784
O 1.2434 2.1566 1.6948
C 2.3461 1.5503 1.0224
C 3.3014 0.9050 2.0049
C 4.0285 1.9837 2.8050
O -0.6715 2.8594 0.6276
C 0.0723 3.4629 -0.3514
O 0.4369 2.8399 -1.2920
C 0.2801 4.9126 -0.1235
C -0.8257 5.7746 -0.2217
C -0.6643 7.1417 0.0091
C 0.6007 7.6337 0.3445
C 1.7062 6.7798 0.4249
C 1.5461 5.4131 0.1871
C -2.9477 0.6105 3.0488
C -2.6611 1.5718 4.1996
C -3.8085 1.6444 5.2075
C -3.3208 2.0079 6.6291
N -4.1734 1.0429 2.3420
C -4.0421 2.2882 1.6481
O -4.6571 3.3199 2.4719
C -4.4468 4.5640 2.0439
F -4.9664 4.7818 0.8311
F -5.0142 5.4025 2.8864
F -3.1521 4.8739 1.9612
C -4.8688 0.0552 1.6288
Cl -4.0904 -0.8295 0.3273
C -6.1415 -0.1829 1.9222
C -6.8822 0.5438 3.0067
Cl -7.0714 -1.3458 1.0497
H 1.4831 -0.8367 11.8709
H 0.3265 0.4351 12.2682
H 1.7936 0.8159 11.4044
H 0.7295 0.5170 9.4204
H -0.7432 0.1368 10.2689
H 0.9301 -2.2059 10.3421
H -0.6449 -2.0052 9.5691
H 1.6552 -2.6258 8.2239
H 1.6724 -0.8812 8.0630
H -0.6857 -1.0234 7.1843
H -0.5587 -2.8014 7.2166
H 1.1614 -0.8565 5.6749
H 1.3860 -2.5877 5.6157
H -0.5549 -2.9062 4.2991
H -1.3399 -1.4632 5.0349
H 0.9040 -1.4210 3.0182
H 0.2219 -0.0084 3.8133
H -0.6076 -1.2624 1.3674
H -1.8312 -1.7018 2.5187
H -2.0667 0.5470 1.0961
H 0.0244 0.9168 0.6066
H 2.0375 0.8348 0.2593
H 2.8948 2.3336 0.4961
H 2.8087 0.1857 2.6539
H 4.0496 0.3770 1.4116
H 4.6064 2.6295 2.1472
H 4.6902 1.5638 3.5567
H 3.2988 2.6173 3.3080
H -1.7951 5.3717 -0.4768
H -1.5165 7.8000 -0.0525
H 0.7296 8.6874 0.5483
H 2.6775 7.1735 0.6803
H 2.3933 4.7454 0.2408
H -3.1843 -0.3358 3.5310
H -2.4693 2.5731 3.8214
H -1.7527 1.2393 4.6995
H -4.3697 0.7101 5.2243
H -4.5118 2.4125 4.9015
H -2.2451 2.1601 6.6454
H -3.6043 1.2480 7.3517
H -3.7807 2.9371 6.9579
H -4.5932 2.2547 0.7111
H -3.0111 2.5652 1.4345
H -6.3679 0.4138 3.9536
H -7.8957 0.1705 3.0842
H -6.9343 1.6040 2.7745
C -3.3805 -3.5840 -5.0644
C -3.9074 -2.9922 -3.7753
O -2.8470 -2.4950 -2.9450
C -2.3501 -1.3117 -3.3009
O -2.7174 -0.6355 -4.2280
O -1.3722 -1.0014 -2.4531
C -0.7031 0.2351 -2.7350
H -2.6285 -4.3458 -4.8548
H -4.1933 -4.0386 -5.6308
H -2.9175 -2.8159 -5.6828
H -4.3988 -3.7577 -3.1780
H -4.6300 -2.1989 -3.9642
H -1.4133 1.0531 -2.8234
H -0.1145 0.1513 -3.6477
H -0.0431 0.4275 -1.8967
C 3.1271 -3.7258 -0.9854
C 4.4290 -2.9750 -1.1707
O 5.2183 -2.9894 0.0283
C 5.8783 -4.1229 0.2620
O 5.8886 -5.0981 -0.4427
O 6.5362 -3.9871 1.4135
C 7.2522 -5.1546 1.8246
H 2.5847 -3.3371 -0.1221
H 2.5006 -3.6209 -1.8711
H 3.3088 -4.7860 -0.8159
H 4.2255 -1.9251 -1.3740
H 5.0027 -3.3722 -2.0073
H 7.9103 -5.5064 1.0336
H 6.5567 -5.9431 2.1075
H 7.8417 -4.8614 2.6880
C -1.6305 -0.4491 -7.1178
C -1.4460 -1.4155 -8.2673
O -2.0564 -0.9381 -9.4814
C -1.3671 -0.0134 -10.1366
O -0.2940 0.4345 -9.8146
O -2.0571 0.3356 -11.2223
C -1.4548 1.3736 -11.9985
H -2.6846 -0.2162 -6.9743
H -1.2438 -0.8771 -6.1980
H -1.1040 0.4858 -7.3103
H -1.9448 -2.3597 -8.0558
H -0.3928 -1.6302 -8.4484
H -0.4265 1.1253 -12.2511
H -1.4867 2.3171 -11.4560
H -2.0445 1.4554 -12.9066
C 2.6863 -0.4200 -9.0971
C 3.6702 -1.1349 -9.9941
O 4.8960 -1.4567 -9.3101
C 4.8413 -2.5170 -8.5119
O 3.8910 -3.2366 -8.3400
O 6.0380 -2.6656 -7.9369
C 6.1133 -3.7465 -7.0063
H 3.1499 0.4609 -8.6495
H 1.8047 -0.1061 -9.6593
H 2.3573 -1.0698 -8.2857
H 3.9704 -0.4907 -10.8184
H 3.2410 -2.0429 -10.4170
H 5.7756 -4.6759 -7.4591
H 5.5161 -3.5266 -6.1225
H 7.1589 -3.8351 -6.7261
*
```

Atom charges from the Löwdin analysis, given in e for atoms 1 to 99: -0.1046, -0.2469, -0.2057, -0.2202, -0.2289, -0.2165, -0.2030, -0.1869, -0.1187, -0.2786, -0.0242, -0.4056, 0.0043, -0.1941, -0.2137, -0.0961, 0.0840, -0.4214, 0.1745, -0.1222, -0.0149, -0.0642, -0.0785, -0.0663, -0.0090, -0.2152, -0.1397, -0.2266, -0.0883, -0.0736, -0.1090, 0.0691, -0.7660, 0.1640, 0.1925, 0.1656, -0.6966, 0.7260, -0.7105, -0.0830, 0.6768, 0.0594, 0.0621, 0.0629, 0.0926, 0.0941, 0.0934, 0.1017, 0.1087, 0.1065, 0.1130, 0.1195, 0.1088, 0.1155, 0.1167, 0.1036, 0.1093, 0.1059, 0.1122, 0.1090, 0.0994, 0.1569, 0.1237, 0.1176, 0.0999, 0.1110, 0.0731, 0.0700, 0.0746, 0.1150, 0.1030, 0.0996, 0.1010, 0.1095, 0.1464, 0.1223, 0.1145, 0.0965, 0.0946, 0.0635, 0.0640, 0.0648, 0.1497, 0.1270, 0.0730, 0.0622, 0.0834, -0.0552, -0.2046, 0.0286, -0.6150, 0.1096, -0.0027, -0.0274, 0.0853, 0.0837, 0.0552, 0.1234, 0.1252